No. 1
C4H7NO in the gas phase, computed with the ωB97M-V functional and the def2-TZVPD basis.

Geometry as XYZ:
```
13
Properties=species:S:1:pos:R:3:forces:R:3
C -1.66546 -0.77636 -0.00443 -0.045 -0.022 0.011
C -0.69035 0.18046 -0.66057 -0.129 -0.141 -0.142
O 0.05898 0.79599 0.38666 0.017 0.004 0.088
C 1.42693 0.94319 0.16111 0.191 0.095 0.014
C 2.08916 -0.34895 -0.14184 0.394 -0.900 -0.238
N 2.55799 -1.37307 -0.40418 -0.412 1.007 0.279
H -2.27344 -0.24193 0.73163 0.046 -0.078 -0.117
H -2.32807 -1.23796 -0.74282 0.089 0.081 0.071
H -1.11218 -1.56474 0.51516 -0.103 0.094 -0.082
H -1.20712 0.95767 -1.23971 0.083 -0.078 0.106
H -0.02602 -0.36538 -1.34377 -0.071 0.093 0.109
H 1.85324 1.34506 1.08464 0.005 -0.041 -0.159
H 1.65875 1.64396 -0.65490 -0.065 -0.113 0.060
```
Positions in Å, forces in eV/Å.

Output
**Orbital gap**: 11.57 eV
**Multiplicity**: 1
**E_LUMO**: 0.868 eV
**SMILES string**: CCOCC#N

No. 2
C5H9NO in the gas phase, computed with the ωB97M-V functional and the def2-TZVPD basis.

Geometry as XYZ:
```
16
Properties=species:S:1:pos:R:3:forces:R:3
C -1.30532 -0.67233 -0.91183 0.031 -0.016 -0.026
C -0.85898 -0.12780 0.43513 -0.035 0.223 -0.304
O -1.05813 -1.17696 1.36730 0.014 0.012 0.218
C 0.63584 0.35113 0.48953 0.016 -0.004 0.035
C 1.53155 -0.03646 -0.69624 0.016 -0.058 -0.040
C 0.71870 1.80077 0.73002 0.046 0.920 0.164
N 0.79110 2.93747 0.93469 -0.105 -1.065 -0.230
H -1.21094 0.07375 -1.70855 -0.021 -0.108 0.177
H -2.35122 -0.98287 -0.83351 0.151 0.109 -0.040
H -0.71702 -1.55438 -1.18195 -0.074 0.126 0.023
H -1.50128 0.72555 0.69668 0.125 -0.122 -0.017
H -1.01329 -0.80032 2.25411 -0.034 -0.135 -0.043
H 1.04861 -0.12700 1.38533 0.005 0.084 -0.080
H 2.56564 0.25591 -0.49358 -0.152 -0.027 -0.023
H 1.21796 0.45234 -1.62345 0.005 -0.073 0.170
H 1.50680 -1.11879 -0.84370 0.010 0.134 0.017
```
Positions in Å, forces in eV/Å.

Output
**Orbital gap**: 11.54 eV
**Multiplicity**: 1
**E_LUMO**: 0.705 eV
**SMILES string**: C[C@@H](O)[C@@H](C)C#N

No. 3
C4H16N2OSi2 in the gas phase, computed with the ωB97M-V functional and the def2-TZVPD basis.

Geometry as XYZ:
```
25
Properties=species:S:1:pos:R:3:forces:R:3
C -1.26522 -0.62412 -2.20345 1.559 2.151 -0.850
C 1.33761 0.76871 -2.81010 -1.611 -1.009 1.544
C 0.90076 1.24341 2.98803 -2.754 0.669 2.156
C -1.95437 1.12662 1.58914 1.240 0.183 0.095
N 1.16018 -1.96450 -1.53832 2.796 0.885 2.841
N -0.28076 -1.56854 2.04505 -0.530 3.508 -1.032
O 0.69573 0.23478 0.01732 -1.664 0.755 4.352
Si 0.49666 -0.33176 -1.44331 0.351 -1.441 -2.276
Si -0.29093 0.19159 1.93938 1.776 0.067 -4.068
H -1.15606 -1.12104 -3.23189 -0.466 0.732 1.595
H -1.93826 -1.06474 -1.51984 -0.715 -1.117 0.483
H -1.64404 0.44377 -2.28462 0.182 -1.111 -0.517
H 0.41876 1.34121 -3.05582 0.844 -0.334 -1.086
H 2.11265 1.44311 -2.56407 0.764 0.752 0.636
H 1.77866 -0.00076 -3.44691 -0.703 0.408 -0.755
H 1.92267 1.04580 2.97264 1.699 -0.874 -0.314
H 0.82320 2.32721 2.78908 -0.289 -0.448 -0.287
H 0.59078 1.18348 4.13056 0.421 -0.128 -2.128
H -1.89107 1.53005 0.53266 0.047 -0.330 1.292
H -2.80796 0.46288 1.63764 -0.197 -0.138 0.054
H -2.07229 1.95250 2.34244 0.052 -0.673 -0.857
H 2.15731 -2.17485 -1.21195 -1.945 0.865 -0.306
H 1.05283 -2.59580 -2.25510 -0.940 -1.338 -2.081
H -0.71533 -1.87582 2.86012 -0.371 -1.390 1.435
H 0.56850 -1.97320 1.72130 0.452 -0.644 0.077
```
Positions in Å, forces in eV/Å.

Output
**Orbital gap**: 8.75 eV
**Multiplicity**: 1
**E_LUMO**: 0.361 eV
**SMILES string**: C[Si](C)(N)O[Si](C)(C)N

No. 4
A molecular structure, C23H31GdN8S2, computed with the ωB97M-V functional and the def2-TZVPD basis.

Geometry as XYZ:
```
65
Properties=species:S:1:pos:R:3:forces:R:3
Gd -0.19844 -0.03578 -0.25762 0.180 -0.279 0.286
C -1.07930 -0.31571 3.28469 0.226 -0.082 -0.445
C 0.07410 -1.26493 3.02669 0.387 -0.074 0.700
N 1.02629 -0.79366 2.01164 0.234 0.010 -0.272
C 1.89420 0.31708 2.44477 -0.226 -0.079 0.482
C 1.20390 1.64576 2.41987 -0.095 0.382 -0.288
C 1.39921 2.57677 3.43358 0.099 -0.427 0.151
C 0.68266 3.75570 3.41512 -0.092 0.336 0.320
C -0.20063 3.98006 2.37148 -0.207 0.017 -0.071
C -0.33706 3.01549 1.39164 0.238 -0.516 -0.265
C -1.34594 3.16209 0.28001 0.467 0.154 -0.124
N -1.96767 1.88429 -0.10818 -0.059 0.047 0.192
C -3.13086 1.57788 0.75530 -0.112 0.323 0.203
C -2.70039 1.08069 2.12787 -0.097 0.263 0.020
N -1.78819 -0.06141 2.02016 -0.272 0.080 0.104
N 0.38882 1.87808 1.38172 -0.244 0.307 0.274
H -0.71434 0.63779 3.66521 0.016 0.014 0.031
H -1.70899 -0.74661 4.06758 -0.142 0.014 -0.063
H -0.31140 -2.22022 2.67228 -0.101 -0.132 0.040
H 0.59329 -1.45089 3.98510 -0.171 -0.042 -0.240
H 1.64867 -1.57356 1.78833 -0.256 0.378 0.145
H 2.74394 0.36929 1.78137 0.358 -0.133 -0.263
H 2.26287 0.17400 3.46489 0.120 -0.229 -0.033
H 2.06386 2.33069 4.25703 -0.105 0.091 -0.108
H 0.74840 4.45991 4.24925 0.112 -0.168 -0.397
H -0.82574 4.86366 2.32581 0.075 -0.009 0.103
H -0.83134 3.58948 -0.58482 -0.141 -0.092 0.064
H -2.09473 3.88557 0.58954 -0.222 0.152 -0.005
H -2.28550 1.98950 -1.06449 -0.118 0.026 -0.110
H -3.74873 0.83674 0.26297 -0.078 -0.249 -0.231
H -3.76952 2.47093 0.88302 0.189 -0.266 -0.049
H -3.59514 0.86821 2.73712 0.202 -0.021 -0.182
H -2.17049 1.88371 2.64298 -0.024 -0.015 0.042
H -2.36110 -0.87555 1.80104 0.076 -0.170 0.083
S 0.77098 1.00304 -4.95289 -0.166 -0.063 0.442
C 0.53814 2.49631 -4.18288 -0.171 0.060 0.213
C 0.23204 2.35416 -2.85407 0.095 0.273 -0.188
C 0.18378 1.00413 -2.40830 0.132 -0.426 -0.745
C 0.44626 0.14538 -3.47433 0.051 0.376 -0.097
C 0.55289 -1.31743 -3.47087 -0.249 -0.194 0.376
C 0.98379 -2.08166 -4.54809 0.270 -0.420 -0.234
C 1.17267 -3.45335 -4.39803 -0.281 0.624 0.427
C 0.88859 -4.05107 -3.17280 0.059 0.379 -0.416
C 0.41012 -3.22934 -2.17348 0.091 -0.139 -0.238
N 0.23495 -1.91623 -2.31312 -0.165 0.243 0.777
H 0.59335 3.42180 -4.73621 0.091 -0.051 -0.021
H 0.07055 3.23557 -2.24583 0.045 -0.146 -0.008
H 1.21027 -1.62203 -5.49951 0.028 0.074 -0.010
H 1.55174 -4.02685 -5.21899 0.079 -0.249 -0.304
H 1.04351 -5.10299 -3.01779 -0.026 -0.199 0.104
H 0.19428 -3.65937 -1.20324 -0.091 -0.003 0.129
N -3.23172 -2.15363 0.39321 0.010 0.331 -0.001
N -2.07401 -1.93035 -0.44602 -0.363 -0.587 -0.737
H -3.67856 -3.03761 0.15293 -0.007 0.201 0.036
H -3.89089 -1.40045 0.19756 0.070 -0.326 0.029
H -2.34212 -2.06874 -1.43801 0.386 0.145 0.534
H -1.44959 -2.71702 -0.24549 -0.148 0.219 -0.081
S 4.27419 -1.47148 -2.21915 -0.110 0.087 0.427
C 3.84776 -2.67496 -1.08308 -0.035 -0.055 -0.221
C 2.81811 -2.25741 -0.31124 0.326 0.194 0.002
N 2.38076 -0.97881 -0.56752 0.003 0.296 -0.258
C 3.09245 -0.45653 -1.53765 -0.263 0.170 -0.256
H 4.35230 -3.61842 -1.06039 0.118 -0.258 0.045
H 2.37450 -2.85008 0.47040 -0.096 -0.122 0.063
H 2.88420 0.52039 -1.95808 0.096 -0.046 0.117
```
Positions in Å, forces in eV/Å.

Output
**Orbital gap (spin up / spin down)**: 8.28 / 6.68 eV
**Expectation value of S²**: 16.067
**Multiplicity**: 8
**E_LUMO (spin up / spin down)**: -5.136 / -6.723 eV
**Charge**: +2

No. 5
A molecular structure, C24H36AsN3O5RuS2Si2, computed with the ωB97M-V functional and the def2-TZVPD basis.

Geometry as XYZ:
```
74
Properties=species:S:1:pos:R:3:forces:R:3
Ru 0.36205 -1.18670 0.03710 -0.245 0.320 -0.050
C 1.57121 -0.30190 -3.98441 0.013 -0.027 -0.007
C 1.44122 -0.65839 -2.53708 -0.071 -0.024 0.073
N 0.31350 -0.69582 -1.90188 0.065 0.067 -0.546
O -0.80132 -0.46179 -2.68563 0.707 -0.023 -0.197
C 2.57044 -1.00483 -1.72491 0.076 -0.039 0.070
C 3.97798 -1.08071 -2.21563 0.008 -0.004 0.008
N 2.26342 -1.31118 -0.47169 -0.016 -0.222 0.021
O 3.17722 -1.66532 0.33714 0.079 0.026 0.097
H 0.65200 0.14653 -4.34958 -0.007 0.003 0.015
H 1.78622 -1.19069 -4.58471 -0.014 -0.004 -0.002
H 2.39989 0.39533 -4.12356 0.006 -0.003 -0.011
H -1.57446 -0.43968 -2.07470 -0.202 0.003 -0.099
H 4.01511 -1.37955 -3.26589 -0.002 0.012 0.000
H 4.51355 -1.81284 -1.61147 0.003 -0.013 -0.010
H 4.51419 -0.12867 -2.11916 -0.002 0.001 0.020
S -0.03532 -1.45428 2.44040 0.241 0.044 0.047
C -3.63269 -4.28082 3.83201 -0.002 -0.026 0.007
C -3.60742 -3.20711 2.77791 -0.006 0.052 0.003
C -3.94168 -1.89293 3.10139 0.001 -0.032 -0.002
C -3.83305 -0.88110 2.16441 -0.020 0.023 -0.001
C -3.39408 -1.17520 0.88082 -0.046 0.055 0.059
C -3.08373 -2.47750 0.53435 0.039 0.024 -0.031
C -3.19290 -3.48599 1.48262 0.029 -0.036 -0.020
S -3.02265 0.16145 -0.23232 -0.052 -0.025 0.348
O -4.00487 1.19836 0.01367 0.040 -0.044 -0.022
O -3.06842 -0.41764 -1.57959 -0.452 -0.017 0.146
O -1.65241 0.53049 0.13907 0.021 -0.039 -0.053
H -4.52349 -4.20586 4.45977 0.000 0.006 -0.001
H -2.75979 -4.19245 4.48374 0.000 -0.001 -0.007
H -3.61110 -5.27505 3.38420 -0.001 0.007 -0.002
H -4.26106 -1.65717 4.11182 0.002 -0.002 -0.004
H -4.06298 0.14519 2.42231 0.002 -0.005 -0.010
H -2.71786 -2.68961 -0.46221 -0.049 -0.026 0.048
H -2.91281 -4.49940 1.21615 0.018 0.003 -0.020
C 2.07625 -1.37613 5.25693 0.025 0.036 -0.001
Si 2.84057 -0.31473 3.90405 0.026 -0.068 -0.046
C 3.65856 1.14513 4.79866 -0.007 -0.001 -0.032
C 4.23433 -1.30305 3.11837 -0.035 0.009 0.062
As 1.24509 0.36978 2.28621 -0.030 0.258 0.372
Si 0.01691 1.89707 3.63215 -0.018 -0.065 0.031
C -1.43429 2.59972 2.67175 0.004 -0.045 0.031
C 1.04558 3.42191 4.10437 -0.021 -0.007 0.006
C -0.62550 1.09587 5.21644 0.009 0.009 -0.016
H 2.87545 -1.77864 5.88917 -0.013 -0.008 0.012
H 1.52201 -2.20033 4.80685 0.017 -0.009 -0.013
H 1.38413 -0.81133 5.88366 0.028 -0.014 -0.006
H 4.52322 0.76120 5.34989 0.006 0.022 0.007
H 2.97875 1.60522 5.51752 0.009 -0.011 0.003
H 4.00959 1.92251 4.11657 -0.006 -0.007 -0.014
H 5.15712 -1.16691 3.69260 -0.011 -0.015 0.034
H 4.39445 -1.01559 2.08068 0.019 0.010 0.000
H 3.98465 -2.36629 3.11124 -0.022 0.019 -0.058
H -1.10718 3.45695 2.07707 -0.001 -0.030 -0.030
H -2.20933 2.94493 3.36419 0.018 0.022 -0.001
H -1.87024 1.87676 1.98487 -0.018 -0.038 -0.018
H 1.56786 3.81792 3.22946 -0.011 -0.008 -0.009
H 1.78575 3.23630 4.88187 -0.012 -0.005 -0.007
H 0.36188 4.19999 4.46024 0.014 0.012 0.009
H -0.96667 0.08132 4.99333 -0.005 0.015 -0.012
H -1.46473 1.66235 5.63144 0.012 0.014 0.002
H 0.15702 1.03267 5.97692 -0.019 0.013 -0.009
N 0.17196 -8.44713 -1.41658 0.001 0.007 0.002
C 0.19463 -7.31496 -1.19183 -0.004 -0.043 -0.013
C 0.22271 -5.91301 -0.91503 -0.003 0.029 0.005
C 0.94237 -5.41558 0.17853 -0.020 0.010 -0.009
C 0.96467 -4.06063 0.44161 0.044 0.017 -0.002
C 0.27668 -3.11994 -0.35826 -0.152 -0.173 -0.155
C -0.42451 -3.65731 -1.46163 -0.009 0.001 0.031
C -0.46154 -5.01219 -1.73630 0.001 -0.018 0.020
H 1.48434 -6.10591 0.81542 -0.003 -0.006 0.002
H 1.53572 -3.69455 1.28542 0.006 0.016 -0.005
H -0.96736 -2.98548 -2.11766 0.019 0.019 -0.039
H -1.01898 -5.38568 -2.58824 -0.001 -0.002 -0.005
```
Positions in Å, forces in eV/Å.

Output
**Orbital gap**: 5.91 eV
**Multiplicity**: 1
**E_LUMO**: 4.614 eV
**Charge**: -2

Computed energy relative to the best compared isomer or geometry (same formula, charge and spin) (eV) in order:
1.585, 1.125, 0.000, 0.025, 0.000
Computed largest force on an atom (eV/Å) in order:
1.12, 1.09, 4.72, 1.01, 0.73
Computed E (eV) in order:
-7798.0595, -8868.0872, -25193.4022, -78768.6079, -141029.0113